(1)
Below is a 2-piece molecular cluster, CH7N2O2 overall, with properties calculated with ωB97M-V with the def2-TZVPD basis set.

The geometry in XYZ format:
```
12
CH7N2O2 (ωB97M-V with the def2-TZVPD basis set)
C 0.500 -0.778 0.032
N -0.860 0.191 1.601
N 0.263 1.138 -0.936
O 0.631 -1.517 -0.996
O -0.650 -0.745 0.648
H 1.344 -0.434 0.525
H -1.558 -0.218 2.101
H -0.084 0.389 2.138
H -0.271 1.939 -0.674
H 1.071 1.465 -1.371
H -0.200 0.517 -1.706
H -0.187 -1.946 -1.360
```

Properties
- charge = +1
- Kohn-Sham gap (eV) = 11.05
- relative energy (zero: lowest compared OMol25 entry of this formula, charge and spin) (eV) = 4.5245


(2)
Below is C5H4N as an isolated structure, with properties calculated with ωB97M-V with the def2-TZVPD basis set.

The geometry in XYZ format:
```
10
C5H4N (ωB97M-V with the def2-TZVPD basis set)
C 1.620 0.386 -0.135
C 2.655 -0.394 0.119
C 0.702 1.664 0.013
C -0.581 -0.162 -0.002
C 0.734 -0.702 -0.002
N -0.486 1.258 0.054
H 1.093 2.744 -0.099
H -1.014 -0.609 -0.912
H -1.244 -0.759 0.756
H 0.905 -1.830 -0.218
```

Properties
- charge = +1
- Kohn-Sham gap (eV) = 9.02
- relative energy (zero: lowest compared OMol25 entry of this formula, charge and spin) (eV) = 2.6657


(3)
Below is the molecule C5H6FNS, with properties calculated with ωB97M-V with the def2-TZVPD basis set.

The geometry in XYZ format:
```
14
C5H6FNS (ωB97M-V with the def2-TZVPD basis set)
C -0.554 1.003 -0.254
C 0.056 -0.341 -0.145
C 0.482 -1.047 1.030
C 1.499 -0.275 0.377
C -0.403 -1.250 -1.208
H -3.113 1.826 -0.479
H 0.135 1.768 0.069
H -0.449 1.304 -1.356
H 0.260 -0.317 1.944
H 0.546 -2.078 1.316
H 2.357 -0.598 -0.415
N -0.389 -1.781 -2.327
F 1.770 1.037 0.996
S -2.197 0.748 0.455
```

Properties
- Kohn-Sham gap (eV) = 9.47
- relative energy (zero: lowest compared OMol25 entry of this formula, charge and spin) (eV) = 4.0199
- structure (SMILES) = N#C[C@@]1(CS)C[C@@H]1F


Which max |F| belongs to each record? In order, 3.83 3.97 8.86 eV Å⁻¹.